Computed, not measured: a cluster of 2 separate species, C5H11N in total in a non-equilibrium geometry, with ωB97M-V/def2-TZVPD.

```
17
Properties=species:S:1:pos:R:3:forces:R:3:mulliken_charge:R:1
C 1.41953 0.58331 -1.82809 0.5 -0.5 0.4 -1.08
C -0.05226 0.44084 -1.38585 1.3 -1.3 -0.6 -0.55
C -0.16252 0.14606 0.09503 -2.4 1.6 -1.4 0.41
C -0.79200 -1.05574 0.54464 0.2 -1.5 0.5 -0.24
N -0.95931 -1.32443 1.79085 0.2 0.1 0.2 -0.72
C 0.40381 1.10881 1.06721 -0.8 -0.9 0.3 -1.32
H 1.81366 -0.43409 -1.74953 0.4 0.1 0.1 0.32
H 2.03311 1.21825 -1.18610 -0.1 0.0 0.1 0.27
H 1.65867 0.87566 -2.84981 -0.7 0.2 -0.1 0.34
H -0.33593 -0.52050 -1.82707 -0.6 0.3 -0.4 0.28
H -0.70825 1.20870 -1.77413 0.1 0.3 0.3 0.41
H -0.90433 -1.81623 -0.23972 -0.2 0.1 -0.1 0.41
H -2.07391 -0.09755 -0.32737 1.9 0.5 0.8 0.20
H -1.31717 -2.26551 1.92350 0.0 0.1 -0.1 0.22
H -0.46239 1.41806 1.66341 0.2 0.5 0.0 0.31
H 0.98556 0.56831 1.81768 0.3 0.0 -0.2 0.35
H 0.95319 1.88940 0.56199 -0.1 0.3 0.3 0.39
```
Forces are in eV/Å.

Values from the calculation:
* LUMO level: -0.59 eV
* DFT total energy: -251.698275 Ha
* net charge: 0
* frontier orbital gap: 0.272 hartree
* HOMO: -8.00 eV

=====

Computed, not measured: a cluster of 2 separate species, C5H11N in total in a non-equilibrium geometry, with ωB97M-V/def2-TZVPD.

```
17
Properties=species:S:1:pos:R:3:forces:R:3:mulliken_charge:R:1
C 1.39836 1.29597 0.70628 1.3 0.9 1.4 -0.72
C 0.41506 0.63181 1.59045 1.2 -2.7 5.1 -0.23
C -0.89308 0.47066 1.03115 -3.1 0.0 -3.2 -0.56
C -1.02542 -0.46099 -0.17127 -0.1 -0.6 0.2 0.03
C 0.00948 -1.10684 -0.79727 -0.5 0.2 -2.2 -0.59
N -0.15554 -1.48187 -2.16208 0.1 0.1 2.5 -0.52
H 1.02461 1.40800 -0.36673 -0.6 0.0 0.8 -0.67
H 2.36406 0.88630 0.41748 -0.1 -0.3 0.5 0.40
H 1.43430 2.30138 1.06331 0.9 0.9 0.0 0.34
H 0.73048 -0.43554 2.14463 -0.3 2.6 -1.7 0.23
H 0.21048 1.29942 2.51178 0.8 -0.8 -1.2 0.27
H -1.75192 0.25049 1.73771 1.3 0.5 -0.6 0.35
H -1.08949 1.42689 0.44206 -0.5 -0.4 1.2 0.27
H -2.11310 -0.63871 -0.43125 1.2 -0.1 -0.1 0.33
H 0.96543 1.50065 -1.21880 -0.9 -1.0 -2.2 0.50
H -0.68311 -0.74761 -2.55837 -0.5 0.5 -1.3 0.30
H 0.57066 -1.86187 -2.76333 -0.1 0.2 0.8 0.26
```
Forces are in eV/Å.

Values from the calculation:
* LUMO level: -1.63 eV
* DFT total energy: -251.526666 Ha
* net charge: 0
* frontier orbital gap: 0.173 hartree
* HOMO: -6.34 eV

=====

Computed, not measured: the molecule C5H11N in a non-equilibrium geometry, with ωB97M-V/def2-TZVPD.

```
17
Properties=species:S:1:pos:R:3:forces:R:3:mulliken_charge:R:1
C 1.50289 -1.49720 -0.14880 0.4 0.0 1.5 -0.91
C 0.61368 -0.51978 0.24893 4.8 -2.5 0.3 1.02
C 1.05686 0.54576 1.22414 1.7 -0.1 1.5 -1.26
C -0.77848 -0.71569 0.09963 -4.0 -0.3 -2.0 -0.76
C -1.46041 0.61652 -0.38251 0.1 -0.3 1.0 -0.62
N -0.62261 1.13902 -1.47440 -1.1 0.8 -1.0 -0.48
H 2.59147 -1.46382 0.19998 -1.6 0.3 -0.6 0.24
H 1.25373 -2.55533 -0.49719 -0.2 1.9 -0.1 0.24
H 0.32220 0.50427 2.08726 0.9 0.3 -0.8 0.28
H 2.12395 0.29506 1.66011 -2.1 0.3 -0.8 0.36
H 1.16610 1.58990 0.86979 -0.5 -0.6 -0.1 0.26
H -1.03023 -1.37123 -0.82025 0.7 0.4 1.7 0.27
H -1.22713 -1.20046 1.02288 0.2 0.8 -1.0 0.29
H -1.43914 1.42081 0.37295 -0.1 -0.6 0.1 0.37
H -2.53048 0.35806 -0.57008 0.6 0.5 -0.3 0.30
H -0.69774 2.20308 -1.50331 -0.1 -2.3 -0.6 0.21
H -0.84466 0.65100 -2.38915 0.4 1.3 1.4 0.20
```
Forces are in eV/Å.

Values from the calculation:
* LUMO level: 1.01 eV
* DFT total energy: -251.793804 Ha
* net charge: 0
* frontier orbital gap: 0.358 hartree
* SMILES: C=C(C)CCN
* HOMO: -8.73 eV

=====

Computed, not measured: the molecule C5H11N in a non-equilibrium geometry, with ωB97M-V/def2-TZVPD.

```
17
Properties=species:S:1:pos:R:3:forces:R:3:mulliken_charge:R:1
C 2.11762 -1.25947 -0.19577 -0.4 0.3 -0.4 -1.08
C 1.40673 -0.02463 0.41623 0.0 -0.9 0.5 -0.43
C 0.32555 0.55413 -0.51161 0.9 0.4 0.0 -0.36
C -0.79008 -0.43369 -0.63688 -1.7 2.3 2.8 -0.39
C -2.46028 1.05958 0.71903 1.5 -0.1 3.1 -0.67
N -1.81726 -0.14131 0.30250 -1.5 1.9 -4.5 -0.18
H 1.44809 -2.13176 -0.20965 0.2 0.3 -0.1 0.30
H 2.37548 -0.98957 -1.23793 0.0 -0.4 0.4 0.26
H 3.03769 -1.55341 0.32912 -0.3 0.3 0.0 0.35
H 0.86223 -0.35225 1.32816 0.6 0.3 -0.2 0.23
H 2.19341 0.68251 0.67611 -0.3 0.4 0.1 0.33
H -0.07948 1.51309 -0.09751 0.2 -0.6 0.0 0.23
H 0.80386 0.87847 -1.44844 -0.3 -0.6 -0.1 0.36
H -1.40256 -0.51879 -1.50825 0.8 -1.3 -1.1 0.23
H -2.65137 0.02135 -0.34747 -0.1 -2.3 0.2 0.30
H -1.93119 1.85657 1.25279 0.1 -0.2 -0.2 0.24
H -3.43845 0.83918 1.16954 0.3 0.1 -0.4 0.26
```
Forces are in eV/Å.

Values from the calculation:
* LUMO level: -0.28 eV
* DFT total energy: -251.651134 Ha
* net charge: 0
* frontier orbital gap: 0.260 hartree
* HOMO: -7.35 eV

=====

- What is the net charge in the second record?
  0